This record from OMol25 describes a structure of composition C48H45F2GeMnN5. The level of theory is ωB97M-V/def2-TZVPD.

```
102
Properties=species:S:1:pos:R:3
Mn 0.75129 0.73520 0.43918
C 3.77867 0.76727 -1.06100
N 2.40799 1.32935 -1.08905
C 2.01888 1.33346 -2.51396
C 2.39887 2.65340 -0.49294
C 2.59417 3.79034 -1.26745
C 2.43571 5.06234 -0.74839
C 2.06071 5.20495 0.57332
C 1.91955 4.08636 1.37542
C 2.11978 2.79904 0.88216
N 2.02547 1.59387 1.72732
C 1.30609 1.75788 3.01256
C 1.79587 2.57810 4.02595
C 1.06720 2.79726 5.18016
C -0.15726 2.17153 5.34582
C -0.61075 1.28925 4.38260
C 0.11962 1.06035 3.22219
N -0.27189 0.03402 2.26615
C -1.73210 -0.07792 2.12225
C 0.18195 -1.24936 2.86162
H 4.44015 1.37127 -1.68980
H 3.75887 -0.25013 -1.45337
H 4.19858 0.75380 -0.06477
H 2.80078 1.76681 -3.14350
H 1.09748 1.88700 -2.66322
H 1.88166 0.30071 -2.82699
H 2.85197 3.68306 -2.31102
H 2.57910 5.92904 -1.37888
H 1.87297 6.18206 0.99703
H 1.60155 4.23500 2.39292
H 2.75284 3.06455 3.91469
H 1.46109 3.45518 5.94262
H -0.74824 2.34430 6.23506
H -1.53914 0.76188 4.55060
H -2.20409 -0.48471 3.01944
H -1.92670 -0.76422 1.31066
H -2.18309 0.88592 1.89869
H -0.37997 -1.45194 3.77710
H 1.23448 -1.21435 3.12154
H 0.01344 -2.06347 2.15977
C 1.37156 -3.24080 -2.98964
C 2.28976 -3.63962 -2.01700
C 2.41858 -2.92186 -0.84847
C 1.58306 -1.81790 -0.64480
C 0.60796 -1.45742 -1.56607
C 0.54403 -2.15585 -2.77391
N 1.72356 -0.88362 0.40422
N 2.63426 -1.23439 1.21207
C 3.41533 -0.39400 1.97348
C 4.55842 -0.99498 2.52286
C 5.60226 -0.22790 2.99326
C 5.54058 1.15869 2.90888
C 4.38530 1.77155 2.45569
C 3.30484 1.00607 2.04932
H 1.30828 -3.78768 -3.92167
H 2.92176 -4.49920 -2.19544
H 3.15878 -3.17914 -0.10575
H -0.34355 0.31882 -2.04116
H -0.17173 -1.85264 -3.53009
H 4.61470 -2.07530 2.50433
H 6.48907 -0.70812 3.38402
H 6.38928 1.75971 3.20550
H 4.32578 2.85182 2.40471
F -0.46298 2.59908 -1.23852
C -0.75995 1.73858 -0.21351
F -0.48665 2.45780 0.96140
H -1.83247 1.54635 -0.25459
C -0.29040 -0.34698 -1.17576
Ge -2.20732 -1.10081 -1.40552
C -3.78102 -0.48491 -0.35868
C -4.40457 0.73613 -0.60350
C -5.58037 1.07574 0.05194
C -6.15206 0.19265 0.95602
C -5.54333 -1.02961 1.20463
C -4.36732 -1.36603 0.55015
C -2.15124 -3.05083 -1.08890
C -1.34121 -3.55758 -0.07568
C -1.27394 -4.91786 0.17944
C -2.02749 -5.80012 -0.58217
C -2.86775 -5.30970 -1.56974
C -2.93667 -3.94452 -1.81290
C -2.59938 -0.48680 -3.24866
C -3.10949 -1.30254 -4.25539
C -3.41367 -0.78041 -5.50554
C -3.21695 0.56607 -5.76894
C -2.70796 1.39164 -4.77669
C -2.40301 0.86550 -3.53068
H -3.98725 1.42445 -1.33082
H -6.05606 2.02591 -0.15562
H -7.07482 0.45203 1.45850
H -5.99018 -1.72718 1.90196
H -3.90572 -2.32897 0.73921
H -0.74885 -2.87541 0.51835
H -0.63504 -5.29100 0.97055
H -1.96748 -6.86525 -0.40027
H -3.47457 -5.99043 -2.15321
H -3.62161 -3.57348 -2.56544
H -3.25982 -2.35938 -4.07485
H -3.81345 -1.42787 -6.27582
H -3.44864 0.96944 -6.74593
H -2.54552 2.44449 -4.97058
H -1.99923 1.52707 -2.77111
```

Summary:
HOMO level (alpha / beta) (eV): -10.498 / -10.505
Net charge: +1
M (g mol⁻¹): 857.5
Kohn-Sham gap (alpha / beta) (eV): 6.862 / 6.869

Löwdin population analysis, charges in e, atoms 1 to 5:
1. Mn 0.559
2. C -0.019
3. N -0.166
4. C -0.056
5. C -0.185



This record from OMol25 describes a structure of composition C6H14N2O. The level of theory is ωB97M-V/def2-TZVPD.

```
23
Properties=species:S:1:pos:R:3
C -1.22003 -0.83671 0.27773
C -2.29524 0.06594 0.84529
C -1.40982 -1.09313 -1.20512
C 0.52770 0.98714 0.39095
N 0.60456 1.22711 1.75670
O 0.09877 1.81046 -0.40245
H -1.15812 -1.77086 0.84137
H 0.56383 0.44643 2.39203
H 0.09397 2.04261 2.06154
H -2.21614 0.17177 1.92741
H -3.29228 -0.32804 0.63545
H -2.23824 1.04806 0.37377
H -0.72504 -1.85810 -1.57259
H -2.42352 -1.43264 -1.42742
H -1.23770 -0.16436 -1.75223
C 2.08421 -0.11350 -1.58647
C 2.01502 0.15636 -0.12237
N 3.01817 0.12268 0.62298
H 2.86849 0.53331 1.54809
H 0.07626 -0.47904 0.24997
H 1.60121 0.69805 -2.13006
H 3.11910 -0.19878 -1.91298
H 1.54485 -1.03476 -1.81161
```

Summary:
HOMO level (eV): -8.703
ΔE to the lowest compared entry with this formula, charge and spin (kJ/mol): 307.1
M (g mol⁻¹): 130.2
Kohn-Sham gap (eV): 9.560

Löwdin population analysis, charges in e, atoms 1 to 5:
1. C -0.302
2. C -0.113
3. C -0.123
4. C -0.561
5. N 0.118



This record from OMol25 describes a structure of composition C21H27AuBBr2N5OP. The level of theory is ωB97M-V/def2-TZVPD.

```
59
Properties=species:S:1:pos:R:3
Au -0.08308 -0.03593 0.05990
Br 0.95343 0.32130 5.39727
C 2.09968 0.31347 3.91042
C 3.48102 0.37418 4.10615
C 4.35501 0.36566 3.04873
Br 6.21352 0.44350 3.38168
C 3.86407 0.29877 1.73580
C 4.67719 0.30597 0.58260
C 4.12088 0.25888 -0.66723
C 2.73470 0.16356 -0.78805
N 1.94671 0.12651 0.27451
C 2.45204 0.22761 1.54806
C 1.51179 0.23264 2.64421
O 0.26302 0.13791 2.41330
H 3.86390 0.42980 5.11645
H 5.75112 0.36288 0.69921
H 4.72882 0.30085 -1.55983
H 2.25753 0.16041 -1.75917
B -2.63242 2.49971 -0.17907
N -2.91882 0.96133 -0.10785
C -4.16990 0.51875 -0.04241
C -4.17826 -0.86220 0.04435
C -2.84668 -1.20655 0.02268
N -2.08833 -0.10021 -0.10053
N -1.12552 2.83144 0.01030
C -0.71755 4.08395 0.17937
C 0.66616 4.12840 0.13284
C 1.04615 2.82011 -0.06591
N -0.05331 2.03452 -0.15768
H -3.23764 3.02656 0.71683
H -3.00384 2.90774 -1.25289
H -4.98402 1.22536 -0.04976
H -5.02826 -1.51628 0.12822
H -2.39620 -2.16784 0.10090
H -1.44224 4.87211 0.30361
H 1.30517 4.98802 0.23139
H 2.03492 2.42450 -0.16670
C -1.70852 -3.92606 -1.54513
C -1.03916 -3.72181 -0.18094
P 0.22597 -2.41485 -0.02075
C 1.27227 -2.70263 -1.48141
C 1.85870 -4.10430 -1.65587
C 1.03200 -2.83403 1.55580
C 1.45537 -4.28115 1.82220
H -2.29716 -4.84183 -1.51274
H -0.96766 -4.04545 -2.33586
H -2.37511 -3.11932 -1.83607
H -0.44624 -4.60778 0.04838
H -1.75501 -3.60178 0.63468
H 2.06437 -1.96527 -1.45895
H 0.63593 -2.44523 -2.33330
H 2.61996 -4.31708 -0.90994
H 2.33370 -4.16704 -2.63462
H 1.10114 -4.88683 -1.61000
H 0.30763 -2.50652 2.30821
H 1.88392 -2.17304 1.66673
H 0.62707 -4.98633 1.76049
H 1.84051 -4.33327 2.84018
H 2.24565 -4.61737 1.15651
```

Summary:
HOMO level (eV): -10.104
Net charge: +1
ΔE to the lowest compared entry with this formula, charge and spin (kJ/mol): 51.2
M (g mol⁻¹): 764.0
Kohn-Sham gap (eV): 5.729

Löwdin population analysis, charges in e, atoms 1 to 5:
1. Au 1.220
2. Br 0.822
3. C -0.610
4. C -0.150
5. C -0.638



This record from OMol25 describes the ion C7H13N2O with charge +1. The level of theory is ωB97M-V/def2-TZVPD.

```
23
Properties=species:S:1:pos:R:3
C -0.11714 1.44121 0.25837
C 0.77347 0.42053 0.22781
C -2.04545 -0.01000 0.03174
C 0.17009 -1.11614 -0.24852
C -3.48800 -0.19060 0.04091
C 3.10856 -0.21085 -0.49540
C 2.16263 0.54543 0.46788
N -1.54283 1.23603 0.22205
N -1.30353 -1.07600 -0.24014
O 0.54486 -2.14170 0.56204
H 0.05940 2.41531 0.62277
H 0.63390 -1.15048 -1.27903
H -3.83130 -1.12877 0.50682
H -3.74474 -0.29787 -1.07025
H -4.00080 0.61750 0.50773
H 2.81959 -1.24884 -0.60274
H 4.08962 -0.24971 -0.11767
H 3.04814 0.24595 -1.50160
H 2.55623 1.49781 0.60510
H 2.32502 0.08157 1.41592
H -2.04644 2.20674 0.23107
H -1.64084 -1.99451 -0.37452
H 0.03270 -2.25813 1.33992
```

Summary:
HOMO level (eV): -12.925
Net charge: +1
ΔE to the lowest compared entry with this formula, charge and spin (kJ/mol): 196.2
M (g mol⁻¹): 141.2
Kohn-Sham gap (eV): 9.265
SMILES string: CCC1=CNC(C)=[NH+][C@@H]1O

Löwdin population analysis, charges in e, atoms 1 to 5:
1. C -0.018
2. C -0.109
3. C -0.296
4. C -0.254
5. C 0.019



This record from OMol25 describes a cluster of 5 separate species, C43H79BN5O18Si in total. The level of theory is ωB97M-V/def2-TZVPD.

```
147
Properties=species:S:1:pos:R:3
C 7.33358 -2.39053 0.32824
N 5.89330 -2.10029 0.37527
C 5.50775 -1.52228 1.68210
C 5.51661 -1.32546 -0.70103
O 6.14344 -1.27664 -1.72535
C 4.23656 -0.50414 -0.58023
N 3.58110 -0.48067 -1.91416
C 2.71605 -1.69307 -2.03286
C 2.17267 -1.91827 -3.44548
C 0.68888 -2.31124 -3.53744
C 0.17863 -3.19488 -2.41185
C -1.33166 -3.46094 -2.53617
C -2.24699 -2.25956 -2.22139
C -2.63380 -2.12136 -0.73874
C -1.49307 -1.65965 0.18888
Si -1.97525 -0.71311 1.75579
C -3.57207 0.23007 1.61704
C -2.00654 -1.95366 3.17267
C -0.52588 0.46902 2.11650
C 0.56288 0.05372 2.89401
C 1.63404 0.90998 3.12956
C 1.64841 2.20334 2.60522
C 0.56315 2.63071 1.84839
C -0.50303 1.77095 1.60142
C 2.89247 0.70255 -2.11291
N 1.57542 0.90660 -1.72369
O 0.64735 0.71303 -2.78701
C -0.41081 1.43942 -2.60005
N -1.36290 2.06440 -2.50427
N 3.53993 1.67651 -2.66212
C 2.97951 3.01436 -2.90985
C 2.94063 3.42029 -4.38257
C 2.10091 2.49921 -5.28152
C 2.86897 1.62125 -6.26938
O 2.75735 0.27030 -5.82959
C 3.61412 -0.59211 -6.42384
O 3.26067 -1.65251 -6.80894
B 5.01022 1.46012 -3.05354
O 5.93704 1.71374 -2.09604
O 5.35211 1.12432 -4.30429
H 7.65712 -2.78773 1.28199
H 7.92381 -1.50390 0.11421
H 7.55248 -3.13488 -0.42350
H 5.98592 -2.07376 2.47529
H 5.76798 -0.46572 1.75269
H 4.43575 -1.60407 1.82923
H 3.56334 -0.86046 0.19253
H 4.55332 0.50765 -0.34362
H 1.94719 -1.66527 -1.26390
H 3.36666 -2.51965 -1.77119
H 2.39151 -1.04880 -4.05373
H 2.74796 -2.72071 -3.89400
H 0.05734 -1.44394 -3.67618
H 0.56902 -2.88593 -4.45228
H 0.67667 -4.16288 -2.44132
H 0.30980 -2.76247 -1.43343
H -1.60521 -4.24934 -1.83993
H -1.55343 -3.82037 -3.53737
H -3.17822 -2.41712 -2.76172
H -1.86025 -1.30590 -2.57483
H -3.02372 -3.07861 -0.40051
H -3.44818 -1.40435 -0.67722
H -0.85247 -2.48430 0.49479
H -0.86251 -0.98657 -0.40067
H -3.70012 0.86643 2.49100
H -4.43066 -0.43296 1.60532
H -3.60410 0.88536 0.74979
H -3.01627 -2.27480 3.40559
H -1.53517 -1.56889 4.07112
H -1.46257 -2.84947 2.87986
H 0.60372 -0.93738 3.31908
H 2.47525 0.57581 3.71945
H 2.48178 2.86307 2.78755
H 0.57563 3.63215 1.44585
H -1.32802 2.12787 1.00053
H 1.29802 0.38814 -0.89160
H 1.99334 3.12803 -2.47961
H 3.62648 3.71435 -2.38147
H 2.46761 4.39702 -4.38777
H 3.93985 3.59141 -4.76979
H 1.48509 3.15203 -5.88997
H 1.42988 1.88264 -4.69782
H 2.44430 1.76348 -7.25837
H 3.90098 1.96081 -6.32504
H 4.66534 -0.29898 -6.46983
H 5.66639 2.39477 -1.47092
H 6.22326 1.49695 -4.49323
C -1.97826 -5.40440 7.94311
C -2.29273 -4.09591 7.25102
O -3.25370 -4.26659 6.19585
C -4.51741 -4.41086 6.58990
O -4.91680 -4.38861 7.72377
O -5.27161 -4.57868 5.50173
C -6.65514 -4.81795 5.77778
H -1.65738 -6.15231 7.21655
H -1.18489 -5.26050 8.67619
H -2.85455 -5.79650 8.45677
H -1.39954 -3.70503 6.76710
H -2.64330 -3.34278 7.95571
H -7.06532 -4.03970 6.41671
H -6.78204 -5.79173 6.24725
H -7.16456 -4.80852 4.81887
C 0.89848 1.13010 8.98544
C 1.42716 0.10835 9.96994
O 0.56288 -0.04040 11.10304
C -0.53976 -0.75808 10.89383
O -0.85030 -1.29827 9.86245
O -1.24176 -0.77605 12.02209
C -2.49785 -1.45708 11.93020
H 0.71710 2.08155 9.48628
H 1.61882 1.28733 8.18194
H -0.04203 0.80098 8.54585
H 2.37918 0.43879 10.38044
H 1.58632 -0.86068 9.49693
H -2.36762 -2.46527 11.54454
H -3.18244 -0.89863 11.29434
H -2.89483 -1.50202 12.93937
C -7.37954 3.09244 -0.42879
C -6.78445 2.10367 0.55072
O -7.60747 1.93831 1.71312
C -8.68813 1.17591 1.54147
O -8.99730 0.60335 0.52951
O -9.35684 1.14365 2.69206
C -10.58462 0.41013 2.64132
H -7.58079 4.04271 0.06703
H -6.69182 3.26472 -1.25679
H -8.32032 2.72405 -0.83427
H -5.83116 2.47652 0.92195
H -6.60246 1.13571 0.08305
H -10.42212 -0.59567 2.26168
H -11.30876 0.93209 2.01857
H -10.95263 0.36003 3.66143
C 4.25601 3.11846 -11.98499
C 3.18521 3.03291 -10.91919
O 3.18910 4.19108 -10.06581
C 2.64441 5.29042 -10.59114
O 2.14141 5.38201 -11.67761
O 2.75067 6.27160 -9.69354
C 2.26788 7.53967 -10.15322
H 5.23225 3.29175 -11.53038
H 4.29333 2.19263 -12.55820
H 4.05938 3.93987 -12.67158
H 3.38213 2.18915 -10.25924
H 2.19711 2.88871 -11.35478
H 1.24810 7.45788 -10.52071
H 2.91704 7.92711 -10.93597
H 2.29462 8.20624 -9.29657
```

Summary:
HOMO level (eV): -11.500
Net charge: +1
M (g mol⁻¹): 993.0
Kohn-Sham gap (eV): 7.417

Löwdin population analysis, charges in e, atoms 1 to 5:
1. C -0.043
2. N -0.112
3. C -0.048
4. C -0.470
5. O 0.118